C9H11IN3OS as an isolated structure at a distorted geometry, computed with ωB97M-V with the def2-TZVPD basis set.

Properties
LUMO energy ... -4.43 eV
Net charge ... +1
DFT total energy ... -1284.555809 Eh
Kohn-Sham gap ... 7.74 eV
ΔE to the lowest compared entry with this formula, charge and spin ... 6.0 kcal per mole
Maximum force ... 3.7 eV/Å

Each line ends with the Löwdin charge.
Atoms and positions in Å:
I1 3.58 1.67 0.71  0.97
C1 -1.21 1.04 -2.56  -0.40
H1 -2.01 1.84 -3.03  0.11
H2 -3.49 -1.94 0.52  0.16
C2 -1.09 -1.65 0.06  -0.01
H3 -0.26 1.00 -3.26  0.09
C3 0.89 0.93 -0.83  -0.62
C4 1.53 1.00 0.52  -0.73
C5 2.04 -0.98 -1.36  -0.23
H4 -0.05 1.14 1.86  0.11
C6 -0.15 -1.20 0.96  -0.24
H5 -2.79 -0.28 2.47  0.12
N1 0.73 1.72 1.55  0.11
H6 0.35 2.56 1.22  0.10
H7 -1.66 0.03 -2.51  0.04
H8 -0.71 -2.22 -0.79  0.13
C7 -2.41 -1.50 0.66  -0.01
H9 2.51 -1.58 -2.17  0.14
H10 1.44 1.84 2.35  0.15
S1 -0.71 1.62 -0.98  0.97
C8 1.32 -1.01 0.87  -0.12
N2 2.02 -1.57 -0.19  0.08
H11 1.75 -1.22 1.86  0.15
O1 -0.86 -0.55 1.99  -0.04
N3 1.42 0.13 -1.72  0.08
C9 -2.16 -0.81 1.82  -0.11

C5H11N2 as an isolated structure at a distorted geometry, computed with ωB97M-V with the def2-TZVPD basis set.

Properties
LUMO energy (spin up / spin down) ... -6.03 / -6.03 eV
Net charge ... +1
DFT total energy ... -306.169685 Eh
Kohn-Sham gap (spin up / spin down) ... 7.08 / 7.08 eV
ΔE to the lowest compared entry with this formula, charge and spin ... 134.2 kcal per mole
Maximum force ... 7.0 eV/Å

Each line ends with the Löwdin charge.
Atoms and positions in Å:
C1 2.72 0.51 -0.06  0.03
N1 1.43 0.67 -0.01  -0.09
C2 -1.07 1.85 -0.21  0.00
H1 -3.09 -0.30 -0.45  0.15
C3 0.88 -1.68 0.09  -0.03
H2 0.32 -2.27 -0.59  0.07
N2 0.57 -0.26 0.18  -0.11
H3 -0.05 2.02 -0.43  0.07
H4 -2.69 -0.56 1.03  0.10
H5 3.28 1.46 -0.29  0.10
H6 -1.10 2.36 0.77  0.16
C4 -1.14 0.44 0.00  0.07
H7 0.66 -2.18 1.10  0.14
H8 3.29 -0.44 -0.24  0.09
H9 1.91 -1.59 -0.28  0.07
C5 -2.16 -0.59 0.14  0.00
H10 -1.84 -1.62 -0.03  0.10
H11 -1.91 2.18 -0.73  0.10

One molecule with the formula C4H5NO at a distorted geometry, computed with ωB97M-V with the def2-TZVPD basis set.

Properties
LUMO energy ... 0.71 eV
Net charge ... 0
DFT total energy ... -285.361060 Eh
Kohn-Sham gap ... 11.41 eV
ΔE to the lowest compared entry with this formula, charge and spin ... 33.6 kcal per mole
Maximum force ... 1.1 eV/Å
SMILES ... N#CC1(O)CC1

Each line ends with the Löwdin charge.
Atoms and positions in Å:
H1 1.68 -0.77 -0.42  0.11
C1 -1.45 0.50 -0.76  -0.13
C2 0.48 0.56 0.92  -0.05
C3 0.99 0.07 -0.40  -0.06
H2 1.13 0.80 -1.19  0.11
H3 0.78 -0.01 1.80  0.12
H4 -0.45 -2.14 -0.08  0.11
O1 -0.83 -1.46 0.48  0.04
H5 0.32 1.62 1.08  0.11
N1 -2.20 1.05 -1.44  0.16
C4 -0.44 -0.21 0.02  -0.52

One molecule with the formula C5H9NO at a distorted geometry, computed with ωB97M-V with the def2-TZVPD basis set.

Properties
LUMO energy ... -3.49 eV
Net charge ... 0
DFT total energy ... -325.663728 Eh
Kohn-Sham gap ... 4.21 eV
ΔE to the lowest compared entry with this formula, charge and spin ... 171.8 kcal per mole
Maximum force ... 4.2 eV/Å

Each line ends with the Löwdin charge.
Atoms and positions in Å:
H1 2.41 0.94 0.92  0.15
H2 0.28 0.24 1.75  0.12
H3 -0.27 -1.17 -0.90  0.14
C1 -2.84 -0.53 0.31  -0.44
H4 1.98 -0.37 -1.76  0.08
H5 1.09 -1.24 1.25  0.11
H6 1.01 1.52 0.02  0.15
C2 1.68 0.61 0.19  -0.22
C3 -0.54 -0.51 -0.04  -0.37
H7 1.94 1.44 -1.79  0.08
H8 -0.71 0.48 -0.50  0.10
O1 -3.91 -1.00 0.65  0.00
N1 -1.62 -0.98 0.69  0.05
H9 -2.84 0.34 -0.40  0.11
C4 1.66 0.54 -1.26  0.11
C5 0.66 -0.31 0.88  -0.19

A 8-piece molecular cluster, C32H51N5O12 overall at a distorted geometry, computed with ωB97M-V with the def2-TZVPD basis set.

Properties
LUMO energy ... -0.07 eV
Net charge ... 0
DFT total energy ... -2425.919773 Eh
Kohn-Sham gap ... 8.99 eV
ΔE to the lowest compared entry with this formula, charge and spin ... 303.4 kcal per mole
Maximum force ... 15.6 eV/Å

Each line ends with the Löwdin charge.
Atoms and positions in Å:
H1 -0.84 1.83 3.05  0.05
H2 -2.89 3.79 -2.05  0.07
N1 0.48 0.13 3.17  0.20
C1 -0.36 2.99 -1.43  -0.10
C2 -1.23 -3.14 1.89  -0.16
H3 -2.23 -2.09 -1.23  0.13
H4 -1.13 3.75 0.42  0.10
H5 -0.90 -3.07 -0.94  0.09
H6 0.46 2.41 -1.00  0.09
C3 1.56 0.52 -4.39  -0.19
C4 -2.75 0.15 2.04  -0.11
C5 -1.53 3.19 -0.43  -0.23
H7 -0.07 3.95 -1.85  0.14
C6 2.31 1.99 3.72  -0.11
H8 0.72 0.31 -3.73  0.05
C7 -1.39 -4.65 1.63  -0.22
H9 -0.19 1.38 0.73  0.09
N2 -0.99 1.76 -3.65  0.23
C8 3.88 1.25 1.75  -0.07
H10 1.88 2.91 3.34  0.11
H11 -1.33 -1.35 -3.25  0.11
H12 -2.51 4.96 -0.97  0.09
H13 -1.29 -5.21 2.57  0.11
H14 1.66 0.91 0.72  0.11
C9 0.18 -0.73 0.90  -0.20
C10 -0.35 -5.21 0.69  -0.10
H15 -0.89 3.53 3.00  0.09
H16 -3.31 2.94 3.22  0.11
O1 -2.12 -0.36 -1.97  -0.04
C11 -0.70 2.27 -2.67  -0.15
H17 4.09 0.78 3.80  0.08
H18 2.07 1.45 -1.84  0.04
C12 0.08 -2.66 2.30  -0.03
O2 -3.01 -5.19 -3.83  0.12
C13 -1.22 2.65 2.45  -0.12
O3 0.06 -1.41 -0.35  0.08
H19 0.02 -2.43 -3.16  0.14
C14 3.71 1.61 3.21  -0.23
H20 -1.80 2.19 -0.10  0.06
H21 3.36 1.76 -4.61  0.11
C15 2.80 -1.82 3.08  -0.26
O4 0.51 0.69 -0.92  -0.07
C16 -2.75 2.74 2.30  -0.16
H22 -0.29 -4.74 -0.29  0.06
H23 -3.69 3.77 -0.44  0.09
C17 -3.78 1.21 -1.97  -0.10
C18 1.01 0.74 -5.72  -0.26
O5 -2.22 -4.07 -2.05  0.07
H24 -4.41 1.39 1.72  0.13
H25 3.93 -3.45 2.06  0.14
H26 -0.58 -6.25 0.44  0.08
C19 4.96 -1.19 3.51  -0.59
H27 -3.55 2.26 -2.16  0.09
H28 -4.86 1.07 -2.00  0.15
N3 0.46 0.79 -6.76  0.12
C20 -3.32 1.42 1.61  -0.12
H29 2.12 -0.38 -4.60  0.12
C21 0.29 -0.60 -1.34  -0.46
C22 -3.06 0.17 -2.85  -0.09
H30 -2.36 -4.85 1.18  0.12
H31 -0.63 2.81 1.55  0.03
N4 -2.23 -0.84 2.43  0.19
H32 -3.04 3.64 1.76  0.09
H33 3.35 -2.21 1.08  0.13
H34 0.62 -5.16 1.18  0.07
H35 -2.65 0.74 -3.68  0.10
H36 -1.91 -2.84 2.69  0.10
N5 1.15 -2.28 2.63  0.01
C23 2.91 1.59 -2.51  -0.11
H37 3.45 2.03 1.12  0.08
O6 -3.37 0.95 -0.70  -0.01
C24 -1.60 -2.82 -1.74  -0.08
O7 4.95 -1.60 2.25  0.07
C25 -1.06 -2.39 -3.11  -0.14
H38 -3.12 1.55 0.55  0.02
O8 -1.51 -0.02 0.20  -0.05
H39 2.21 -2.66 3.46  0.10
C26 2.50 1.73 -3.94  -0.22
C27 3.78 -2.37 2.06  -0.09
O9 -1.71 -3.25 -4.03  0.07
C28 0.62 0.70 0.46  -0.10
C29 -2.76 3.90 -0.98  -0.08
H40 1.99 2.68 -4.13  0.10
H41 2.41 2.10 4.80  0.12
O10 3.76 -1.40 4.10  0.06
C30 -2.39 -4.26 -3.35  -0.51
H42 4.32 2.45 3.55  0.12
H43 -0.80 -0.64 1.36  0.04
H44 -1.46 -2.58 0.99  0.09
H45 0.92 -1.15 1.59  0.04
C31 -2.25 0.22 -0.74  -0.40
H46 -3.80 -0.55 -3.21  0.15
O11 5.86 -0.54 4.04  0.10
O12 0.32 -0.94 -2.53  0.00
H47 2.10 -1.02 2.84  0.07
C32 1.23 0.97 3.42  -0.12
H48 4.94 1.14 1.54  0.10
H49 3.32 0.33 1.58  0.05
H50 3.50 0.68 -2.38  0.09
H51 3.40 2.50 -2.17  0.08

An isolated ion of composition C2H3N4O and charge +1 at a distorted geometry, computed with ωB97M-V with the def2-TZVPD basis set.

Properties
LUMO energy ... -6.94 eV
Net charge ... +1
DFT total energy ... -371.783612 Eh
Kohn-Sham gap ... 8.15 eV
ΔE to the lowest compared entry with this formula, charge and spin ... 138.4 kcal per mole
Maximum force ... 7.8 eV/Å
SMILES ... C/N=N/N=[N+]=C=O

Each line ends with the Löwdin charge.
Atoms and positions in Å:
O1 -3.19 -2.97 -1.67  0.33
H1 2.44 0.55 0.92  0.12
N1 0.62 1.08 0.13  0.13
C1 -2.51 -2.22 -1.18  -0.19
H2 2.33 2.15 0.36  0.12
N2 -1.85 -1.40 -0.56  0.16
N3 -0.19 0.09 0.01  0.14
H3 1.47 1.90 1.79  0.09
C2 1.75 1.41 0.91  -0.03
N4 -0.88 -0.58 -0.70  0.13

C15H27BeN5O6 as an isolated structure at a distorted geometry, computed with ωB97M-V with the def2-TZVPD basis set.

Properties
LUMO energy (spin up / spin down) ... -1.64 / -2.58 eV
Net charge ... 0
DFT total energy ... -1327.475662 Eh
Kohn-Sham gap (spin up / spin down) ... 6.10 / 5.15 eV
ΔE to the lowest compared entry with this formula, charge and spin ... 77.1 kcal per mole
Maximum force ... 4.0 eV/Å

Each line ends with the Löwdin charge.
Atoms and positions in Å:
H1 -4.72 -0.59 0.94  0.09
C1 -4.17 -0.06 0.15  0.00
C2 -0.80 2.99 0.75  -0.33
H2 -0.74 -2.31 0.75  0.02
C3 0.26 -1.93 0.47  -0.13
N1 -1.77 -0.23 -0.54  0.04
Be1 0.00 -0.30 0.12  -0.03
H3 0.32 -2.92 -3.87  0.03
H4 4.02 0.15 -2.65  0.07
C4 2.95 0.22 -2.86  -0.01
C5 -2.12 3.46 0.71  -0.05
O1 -0.28 0.23 2.93  -0.01
H5 4.34 -0.68 0.65  0.10
H6 0.86 -2.00 1.39  0.02
H7 -2.75 3.15 -0.12  0.11
O2 0.10 0.55 -2.58  -0.04
H8 -0.88 2.00 -1.09  0.10
O3 2.01 0.48 1.91  -0.06
H9 -4.51 0.98 0.17  0.10
H10 -3.52 -0.61 3.26  0.10
H11 0.71 -2.43 -0.41  -0.01
H12 4.43 1.09 0.63  0.10
C6 -0.04 3.14 1.92  -0.04
H13 0.88 2.57 2.03  0.09
H14 -3.89 0.96 2.63  0.08
H15 0.12 4.13 3.81  0.11
C7 -2.58 4.28 1.73  -0.10
H16 2.50 -3.36 -1.65  0.03
C8 -2.21 0.05 1.71  -0.24
C9 4.11 0.21 0.06  -0.01
C10 -0.51 3.94 2.94  -0.08
H17 0.72 0.37 2.60  0.05
H18 0.72 2.28 -0.47  0.10
N2 1.70 0.28 0.65  -0.06
N3 -0.88 0.09 1.71  0.01
H19 -0.76 -2.64 -2.85  0.03
H20 4.74 0.16 -0.83  0.07
O4 -0.59 -2.55 -3.81  -0.07
N4 0.77 0.17 -1.58  -0.08
H21 -1.50 -0.49 -2.35  0.07
H22 -4.39 -0.50 -0.82  0.08
C11 -2.72 -0.12 0.40  -0.24
H23 -2.10 5.28 3.59  0.10
H24 -2.50 0.78 3.67  0.09
C12 2.15 0.20 -1.61  -0.21
H25 -3.55 4.75 1.63  0.10
C13 2.68 0.22 -0.30  -0.22
C14 -3.06 0.30 2.88  0.00
O5 -2.32 -0.45 -1.80  -0.02
N5 -0.29 2.27 -0.28  0.11
C15 -1.76 4.56 2.83  -0.11
H26 2.80 1.15 -3.42  0.10
O6 2.55 -3.09 -2.59  0.01
H27 2.69 -0.64 -3.49  0.08

A 5-piece molecular cluster, C36H80FN5O3Si overall at a distorted geometry, computed with ωB97M-V with the def2-TZVPD basis set.

Properties
LUMO energy ... -0.27 eV
Net charge ... 0
DFT total energy ... -2308.041957 Eh
Kohn-Sham gap ... 7.81 eV
Maximum force ... 10.0 eV/Å
SMILES ... C#C[C@H]1[C@H]([Si](C)(C)C)[C@H]([C@H](C)F)O[C@H]1CON=O.CCN(CC)CC.CCN(CC)CC.CCN(CC)CC.CCN(CC)CC

Each line ends with the Löwdin charge.
Atoms and positions in Å:
H1 2.70 -0.45 -1.68  0.10
H2 -5.42 5.02 3.87  0.07
H3 -6.07 4.31 -0.08  0.06
C1 1.57 0.90 2.87  -0.23
H4 -4.63 3.07 4.66  0.09
H5 -7.55 2.58 -0.70  0.11
C2 4.68 -3.72 -7.29  -0.09
H6 5.05 2.33 1.13  0.06
C3 8.18 -2.31 -6.68  -0.25
C4 -1.09 1.93 2.75  -0.19
H7 1.04 2.87 0.23  0.04
C5 6.18 -3.49 -7.46  -0.27
H8 -5.09 -0.52 -1.87  0.10
C6 3.33 3.52 3.60  -0.23
H9 4.03 2.93 4.34  0.04
H10 -7.14 0.56 5.04  0.11
Si1 2.68 2.32 2.23  0.51
C7 -7.20 3.75 3.92  -0.27
H11 -6.44 1.85 0.43  0.11
C8 -6.50 0.44 -3.94  -0.09
C9 0.48 -0.71 4.39  -0.20
H12 2.07 -0.06 2.37  0.13
H13 -6.03 2.78 7.33  0.06
C10 7.08 -4.62 -4.70  -0.09
H14 8.53 -1.59 -5.92  0.11
H15 4.17 1.38 7.49  0.06
O1 4.27 -2.29 2.65  0.00
H16 3.29 -0.77 -3.29  0.11
H17 3.28 -4.44 -0.92  0.07
H18 4.01 0.89 0.49  0.04
C11 1.94 3.37 0.79  -0.23
C12 -5.62 3.50 -0.67  -0.09
H19 10.12 -3.01 -7.30  0.07
H20 -7.67 4.31 4.74  0.09
H21 0.51 1.40 5.02  0.15
C13 -8.43 1.91 6.10  -0.09
H22 -8.81 2.94 6.06  0.07
C14 -5.43 2.61 5.24  -0.26
H23 6.31 -2.94 -8.40  0.12
N1 6.80 -2.71 -6.38  -0.19
H24 -5.50 3.87 -1.69  0.07
H25 2.08 -5.11 -4.50  0.07
H26 0.85 -3.49 -1.36  0.10
C15 2.57 0.83 5.54  -0.04
H27 8.17 -1.73 -7.62  0.11
H28 2.39 4.00 4.12  0.05
H29 -5.05 1.61 5.48  0.11
C16 4.29 1.48 1.49  -0.22
O2 -0.42 -0.42 3.22  -0.17
C17 1.75 -2.89 -1.16  -0.25
H30 -8.33 1.35 4.04  0.11
H31 6.58 -4.99 -3.80  0.07
H32 8.15 -4.63 -4.50  0.06
H33 -6.74 5.57 2.86  0.08
H34 4.77 0.75 2.28  0.05
H35 8.87 -4.24 -7.45  0.07
N2 3.15 -2.74 2.95  -0.02
H36 5.04 -2.38 -2.20  0.06
C18 -6.52 1.59 -2.94  -0.27
C19 1.68 -4.43 -3.74  -0.09
H37 2.13 -4.33 0.40  0.07
H38 7.04 -2.51 -4.30  0.12
C20 -2.63 1.32 2.55  -0.04
C21 -5.58 3.39 6.55  -0.09
H39 1.62 4.41 1.26  0.06
H40 -2.91 0.35 -1.83  0.07
H41 -4.58 3.69 6.91  0.07
C22 0.01 0.76 2.40  -0.22
H42 -6.16 4.30 6.43  0.07
H43 -6.75 0.82 -4.94  0.07
N3 -6.25 1.19 -1.55  -0.19
H44 -2.63 0.28 1.97  0.10
C23 -6.50 2.26 -0.59  -0.25
H45 -7.23 -0.33 -3.69  0.08
H46 -4.95 0.13 -0.28  0.11
H47 2.95 -2.84 -4.34  0.11
C24 2.71 -3.36 -3.40  -0.28
C25 6.59 -3.21 -5.02  -0.25
H48 -7.53 2.03 -2.98  0.12
H49 4.29 -4.27 -8.15  0.07
C26 -6.22 4.68 3.21  -0.08
H50 9.53 -3.81 -5.86  0.05
H51 -8.00 3.52 3.20  0.12
H52 -9.30 1.25 6.19  0.07
C27 4.57 -1.51 -1.74  -0.09
C28 1.28 -2.11 4.11  -0.10
H53 0.76 -3.99 -4.13  0.08
H54 4.14 -2.77 -7.22  0.08
C29 -7.62 1.53 4.87  -0.25
H55 5.52 -3.16 -4.79  0.08
H56 4.45 -4.32 -6.40  0.06
H57 6.86 -5.33 -5.51  0.07
C30 9.22 -3.42 -6.82  -0.10
C31 -3.70 1.11 -1.72  -0.09
H58 1.07 -2.90 4.98  0.14
C32 -5.01 0.43 -1.33  -0.25
H59 -4.63 3.32 -0.24  0.05
C33 2.70 -3.74 -0.32  -0.09
F1 -1.03 3.12 1.85  -0.12
H60 -3.77 1.64 -2.68  0.07
C34 3.18 -1.23 -2.30  -0.24
H61 -5.77 4.19 2.34  0.06
H62 -5.51 -0.02 -4.02  0.06
H63 0.92 -2.60 3.09  0.15
H64 3.63 -3.85 -3.08  0.09
H65 0.04 0.52 1.25  0.17
H66 -3.37 1.81 -0.96  0.05
N4 -6.62 2.49 4.39  -0.19
N5 2.26 -2.36 -2.42  -0.18
H67 2.81 3.60 0.02  0.06
H68 3.39 -3.12 0.26  0.03
H69 4.56 -1.64 -0.66  0.05
H70 -5.83 2.36 -3.28  0.09
H71 -3.25 2.06 1.84  0.09
O3 2.74 -1.98 4.00  -0.14
H72 -3.12 1.27 3.61  0.07
H73 5.22 -0.65 -1.95  0.08
C35 1.31 0.71 4.50  -0.20
H74 1.43 -5.05 -2.87  0.06
H75 4.00 4.33 3.08  0.05
H76 6.67 -4.46 -7.59  0.09
H77 -7.85 1.78 7.02  0.05
H78 1.38 -2.06 -0.54  0.11
H79 -1.06 2.34 3.84  0.15
H80 -0.12 -0.96 5.39  0.17
C36 3.61 1.03 6.50  0.06

Repeat the third record exactly.
One molecule with the formula C4H5NO at a distorted geometry, computed with ωB97M-V with the def2-TZVPD basis set.

Properties
LUMO energy ... 0.71 eV
Net charge ... 0
DFT total energy ... -285.361060 Eh
Kohn-Sham gap ... 11.41 eV
ΔE to the lowest compared entry with this formula, charge and spin ... 33.6 kcal per mole
Maximum force ... 1.1 eV/Å
SMILES ... N#CC1(O)CC1

Each line ends with the Löwdin charge.
Atoms and positions in Å:
H1 1.68 -0.77 -0.42  0.11
C1 -1.45 0.50 -0.76  -0.13
C2 0.48 0.56 0.92  -0.05
C3 0.99 0.07 -0.40  -0.06
H2 1.13 0.80 -1.19  0.11
H3 0.78 -0.01 1.80  0.12
H4 -0.45 -2.14 -0.08  0.11
O1 -0.83 -1.46 0.48  0.04
H5 0.32 1.62 1.08  0.11
N1 -2.20 1.05 -1.44  0.16
C4 -0.44 -0.21 0.02  -0.52

Which of these has the highest maximum force?
C32H51N5O12